{
  "formula": "C45H50BN8OPSW",
  "method": "wB97M-V/def2-TZVPD",
  "symbols": ["H", "C", "H", "C", "B", "H", "C", "C", "H", "C", "H", "C", "H", "H", "C", "C", "C", "C", "H", "N", "H", "C", "H", "H", "C", "H", "H", "N", "C", "C", "H", "C", "H", "C", "C", "H", "H", "H", "C", "H", "H", "C", "H", "N", "C", "C", "C", "H", "H", "H", "P", "C", "W", "H", "H", "O", "N", "H", "H", "C", "C", "H", "C", "N", "H", "C", "H", "H", "H", "H", "C", "H", "C", "H", "H", "C", "H", "C", "H", "C", "C", "C", "C", "N", "H", "H", "H", "H", "H", "C", "C", "C", "H", "C", "C", "H", "S", "C", "H", "N", "C", "C", "H", "H", "C", "C", "N", "H"],
  "coordinates": [[5.9276, 1.2938, -3.4808], [2.1653, -2.4296, 2.4632], [0.7893, -5.5338, 2.4411], [-0.3524, 1.3064, -1.5168], [-2.4854, -2.1375, 0.2131], [0.9168, 0.2610, 3.3670], [3.2441, 1.0131, 3.0165], [3.5265, 0.2982, -3.8112], [6.8128, 2.4588, -1.4914], [1.5952, -3.1395, -2.4346], [-2.7029, -4.7521, 1.8359], [1.4344, -0.0924, -2.7098], [-3.3327, -2.9795, 0.2559], [3.3133, -1.6228, 4.0929], [5.5195, 1.3671, 3.7086], [4.9822, -0.3761, 2.1360], [-0.5814, -1.2547, 3.1039], [0.0618, 3.5616, 2.5145], [6.9620, 0.0416, 2.8328], [-2.3197, 0.3118, 0.0735], [-2.2659, 2.4001, -3.2067], [0.1853, -2.8002, -2.0837], [4.1787, 0.2544, -4.6755], [1.8551, -4.0732, -1.9313], [4.9954, 2.1601, -0.3545], [-3.7815, -4.1704, -1.6206], [1.8236, -5.5845, 4.6954], [-0.2833, -2.0791, -1.0448], [5.9169, 0.3188, 2.8914], [-1.8356, 1.4244, -3.4314], [0.5671, 2.4155, -3.1026], [5.3218, 1.4008, -2.5882], [1.6606, -3.3036, -3.5115], [1.4698, -3.5526, 2.0112], [-3.1014, 1.3931, 0.0225], [1.0434, -3.5415, 1.0142], [-0.5223, 0.4530, 4.3623], [-4.0936, -2.5752, -2.3009], [4.1767, 1.7158, 3.7666], [1.8329, -0.5413, -4.7829], [-0.8006, -3.9950, -3.6662], [2.6260, -3.6020, 4.5221], [2.2114, 1.3270, 3.0497], [1.0474, 2.1063, 0.7421], [-2.0127, -3.0485, -2.0891], [5.8115, 2.0476, -1.4912], [3.6348, -0.0406, 2.1902], [6.2502, 1.9128, 4.2923], [-2.6118, 0.7576, -3.7949], [-1.0550, 1.5253, -4.1845], [2.4314, -1.0744, 1.2221], [-4.4441, 1.0027, 0.1093], [0.2116, 0.1425, 0.1128], [0.7782, 4.3679, 2.4317], [0.4260, -0.4489, -2.8445], [-1.3323, 0.8005, -2.2448], [-0.6730, 1.3863, 1.7937], [3.0976, -3.6194, 5.4971], [1.6809, 2.8276, 0.4418], [-3.4290, -3.4388, -2.3489], [1.8472, 0.3602, -1.4743], [-5.4857, -1.8785, 1.3276], [0.1832, 2.4166, 1.6917], [-3.1350, -0.7515, 0.1957], [-3.5050, -3.8791, -3.3416], [3.7441, 1.6064, -0.3406], [1.0565, 2.9268, -1.4948], [0.6582, -0.7950, 4.7558], [-3.9727, -3.6935, 2.4408], [-2.3534, 0.5806, 2.6864], [-1.8894, 2.5211, 3.4780], [-5.5706, -2.0722, -0.4181], [2.7498, -2.4703, 3.7220], [-5.3107, 1.6428, 0.1083], [3.8544, 2.5372, 4.3952], [1.3375, -4.6744, 2.8079], [-1.5233, 2.8420, -0.1522], [1.9157, -4.7035, 4.0725], [-2.8889, 3.3600, 0.8191], [-0.8773, -3.3788, -2.7862], [-0.9805, 3.5951, 3.4015], [-1.9891, -2.8773, 2.5913], [-2.9461, -4.0225, 2.6071], [-0.7193, -1.2452, 1.7679], [5.2902, -1.1825, 1.4812], [-0.5512, 3.3544, -2.1083], [2.3232, -2.4083, -2.1229], [-1.3975, -2.5624, 4.6895], [-2.8969, -4.5115, 3.5785], [3.1870, 0.9275, -1.4497], [0.1709, -0.2752, 3.9366], [2.2466, -0.1392, -3.8654], [-3.0442, 3.3049, -0.9342], [4.0137, 0.8630, -2.6072], [-4.4229, -0.3728, 0.2275], [3.1863, 1.6475, 0.5704], [3.4822, -2.0886, -0.1368], [-5.5533, -1.3347, 0.3846], [5.3641, 2.6619, 0.5321], [-1.6160, -2.2329, 1.4697], [0.2187, 2.5774, -2.0823], [-2.6036, 2.7986, -0.0725], [-2.7206, 2.5329, 4.1672], [-1.1082, 4.4543, 4.0483], [-1.3482, -2.2828, 3.6508], [-1.6921, 1.4377, 2.6591], [-1.6371, -2.2956, -1.0445], [-6.4954, -0.7899, 0.3722]],
  "forces_ev_per_a": [[-0.004, 0.015, -0.006], [-0.247, 0.080, -0.127], [0.004, -0.005, -0.010], [0.006, 0.066, -0.606], [0.014, 0.040, -0.013], [-0.101, -0.149, 0.058], [0.065, 0.049, -0.135], [0.042, 0.010, 0.011], [-0.003, 0.013, -0.011], [-0.098, 0.137, -0.142], [0.007, -0.006, -0.001], [0.136, -0.181, -0.078], [-0.011, 0.033, -0.020], [-0.015, -0.018, -0.018], [-0.020, 0.006, 0.009], [0.082, 0.016, 0.043], [0.011, 0.030, -0.027], [0.000, 0.001, 0.031], [0.006, 0.001, 0.007], [0.325, -0.027, -0.200], [0.013, 0.004, -0.006], [0.075, -0.023, -0.008], [0.000, 0.020, -0.004], [0.028, 0.012, 0.007], [-0.002, -0.015, 0.000], [-0.002, -0.002, 0.002], [0.001, -0.001, 0.002], [0.133, 0.093, 0.021], [-0.020, -0.020, -0.024], [-0.025, 0.017, -0.009], [-0.018, 0.029, -0.004], [0.005, -0.003, -0.009], [-0.015, -0.017, -0.008], [-0.143, 0.019, -0.012], [0.040, 0.004, 0.018], [-0.008, -0.001, -0.005], [0.149, -0.108, 0.054], [-0.006, 0.004, -0.002], [0.055, 0.006, 0.011], [-0.001, -0.021, 0.000], [0.003, -0.011, 0.006], [-0.052, -0.063, 0.001], [0.130, 0.089, -0.023], [-0.056, -0.191, 0.014], [0.014, -0.029, -0.017], [0.007, -0.012, 0.009], [-0.203, -0.003, 0.232], [-0.001, 0.001, 0.005], [-0.005, -0.002, 0.018], [0.032, -0.023, 0.010], [0.271, -0.039, -0.139], [0.035, 0.026, 0.042], [-1.143, -0.022, 1.594], [-0.010, 0.006, -0.009], [0.028, -0.147, 0.007], [-0.048, 0.118, -0.055], [0.150, -0.047, -0.224], [-0.004, -0.001, 0.001], [0.142, -0.194, -0.082], [0.025, 0.008, 0.006], [-0.106, -0.026, -0.193], [0.004, 0.007, 0.006], [0.264, 0.113, -0.106], [0.005, -0.010, 0.021], [-0.006, 0.002, 0.000], [0.014, -0.108, -0.036], [-0.013, 0.009, -0.047], [0.114, -0.099, 0.062], [0.000, 0.001, -0.001], [-0.002, 0.008, -0.039], [-0.009, 0.065, -0.057], [0.000, -0.001, -0.002], [-0.072, 0.157, 0.064], [0.001, 0.009, 0.000], [-0.010, 0.002, -0.005], [-0.028, 0.024, 0.006], [0.023, 0.025, 0.016], [0.047, 0.046, 0.035], [-0.005, -0.004, 0.003], [-0.013, -0.012, 0.032], [-0.022, -0.039, -0.009], [-0.042, 0.012, -0.028], [0.021, 0.017, -0.006], [0.010, 0.084, 0.039], [-0.021, 0.006, -0.005], [-0.003, 0.001, 0.013], [-0.025, 0.101, -0.057], [0.005, -0.010, 0.002], [-0.001, -0.005, -0.003], [-0.099, 0.163, -0.017], [0.228, -0.241, -0.010], [-0.051, -0.126, 0.029], [0.009, -0.004, -0.009], [-0.028, 0.084, 0.003], [0.004, -0.002, -0.005], [-0.068, 0.047, 0.061], [0.322, 0.138, 0.164], [0.011, 0.003, -0.008], [-0.002, -0.034, 0.024], [0.151, -0.209, -0.040], [-0.024, 0.146, 0.089], [-0.065, -0.041, -0.011], [-0.001, 0.008, 0.010], [-0.001, 0.000, 0.005], [0.018, -0.039, 0.041], [-0.188, 0.175, -0.193], [-0.116, -0.004, -0.021], [-0.003, -0.006, 0.000]],
  "fmax_ev_per_a": 1.96,
  "orbital_gap_ev": 6.6,
  "e_above_lowest_kcal_mol": 35.2,
  "energy_ha": -3089.59260,
  "multiplicity": 1
}



{
  "formula": "C45H50CaFN17O3Se",
  "method": "wB97M-V/def2-TZVPD",
  "symbols": ["H", "H", "H", "N", "C", "H", "C", "C", "H", "H", "C", "C", "C", "N", "N", "H", "C", "C", "C", "H", "H", "H", "H", "H", "H", "H", "N", "C", "C", "C", "H", "H", "C", "C", "C", "C", "H", "C", "F", "H", "H", "H", "C", "C", "N", "C", "H", "H", "C", "H", "C", "O", "H", "H", "C", "H", "C", "C", "C", "C", "H", "N", "H", "N", "C", "H", "C", "H", "O", "C", "H", "C", "C", "O", "H", "N", "H", "C", "Se", "N", "N", "C", "Ca", "N", "H", "H", "H", "H", "H", "N", "C", "N", "C", "H", "C", "H", "H", "C", "C", "H", "N", "H", "C", "H", "C", "H", "H", "H", "C", "H", "N", "H", "N", "C", "C", "N", "H", "C"],
  "coordinates": [[3.3136, -2.5973, -3.2224], [-1.3765, -3.6813, -0.6688], [2.1278, -7.3705, 1.1434], [-1.4591, 1.0145, -1.2826], [5.1999, -2.9311, -1.2379], [5.5207, 4.4223, -2.6240], [2.6113, -6.5127, -0.7517], [5.2495, -1.2592, -4.7139], [2.7678, -10.7141, -0.2889], [3.6861, 2.3089, 0.0842], [6.0468, -3.3061, -0.2051], [3.7694, -0.9328, -4.5171], [2.0484, -6.4891, 0.5187], [2.4760, -2.3906, 2.4040], [0.0168, 1.4589, 1.4494], [-5.1250, -2.0380, -1.8036], [-2.8755, 2.8641, -2.7887], [0.6872, -2.9056, 0.6221], [-5.1339, -4.1486, -1.3864], [5.8109, -0.9736, -3.8192], [3.1911, -1.3247, -5.3591], [5.9937, 3.0831, 0.7815], [-6.1886, -4.2739, -1.5958], [6.6330, 1.5071, 0.3107], [0.9134, -5.3055, 4.8777], [5.0034, -9.6621, -2.9263], [3.2369, -7.7369, -1.1714], [5.0934, -9.0157, -2.0563], [6.0537, 2.7601, -1.3466], [-3.4195, 1.6241, -2.5110], [-4.3951, 1.3335, -2.8735], [-3.4252, 3.5798, -3.3859], [-4.5514, -2.9002, -1.4933], [-3.0189, -5.0779, -0.7249], [2.0097, -0.3177, 2.4971], [-4.3707, -5.2417, -0.9946], [7.1213, 2.9137, -1.5241], [-3.1902, -2.7316, -1.2190], [3.0096, -5.3911, -2.8150], [4.2322, 3.9250, -1.5350], [4.9073, -3.0472, -5.8899], [5.6153, 4.8375, -0.9053], [-1.6236, 3.1760, -2.2851], [0.7074, -6.5223, 3.0376], [-2.5285, -1.5047, -1.4058], [-2.4265, -3.8347, -0.8525], [4.9864, -3.6037, -2.0577], [2.2070, -7.9443, 3.8759], [4.4911, 1.6282, 0.3554], [1.7669, -3.3653, -1.6860], [1.8939, -4.2471, -1.0724], [-1.0367, -1.7419, 3.4252], [5.2555, -3.3780, -4.1906], [2.8326, -6.2497, 3.5957], [5.3097, 4.0657, -1.6149], [5.7155, 2.0001, -2.0575], [1.3687, -4.2053, 0.1984], [-0.2991, -3.2202, 1.7544], [0.8545, 1.7705, 2.4422], [4.2605, -7.7034, -2.2098], [6.9987, -2.7648, 1.6380], [3.7871, -0.9836, -2.0302], [-0.8058, -4.4928, 3.3446], [-0.8358, 2.5045, 1.4106], [5.5076, -2.7320, -5.0336], [4.8884, -6.8290, -2.0607], [1.9773, -6.8935, 3.7520], [0.0029, 2.4407, -1.0938], [-1.9400, -1.5293, 1.3836], [-2.6716, 0.7189, -1.7632], [0.2546, -6.9772, 5.1584], [3.5549, 0.2685, -1.5325], [1.3861, -5.3582, 1.0044], [0.2762, -2.1704, -0.3944], [6.5593, -2.8941, -5.2744], [4.5340, -9.7177, -0.8674], [6.4935, -4.2931, -0.2144], [3.1746, -1.5165, -3.2361], [2.4811, 1.5256, -2.2700], [4.2998, 0.4017, -0.3998], [1.6926, -2.0531, 1.4276], [3.1442, -10.1676, -1.1511], [-0.6215, -0.4203, 0.3625], [1.3828, -0.7704, 1.4217], [1.4868, -8.7844, -0.7383], [-4.8279, -6.2198, -0.9088], [3.1466, -10.8308, -2.0127], [6.1475, -8.8097, -1.8851], [-1.1672, 4.1378, -2.4684], [0.7081, -5.3702, 2.1954], [-0.9649, 2.2253, -1.5222], [-3.2739, -0.5174, -1.4896], [-1.1786, -2.0672, 2.2467], [4.3555, -8.9105, -0.2206], [5.8649, 2.2516, 0.0837], [2.1059, -1.2965, -3.1918], [0.0642, -7.3322, 2.6960], [4.9681, -0.7823, -0.1449], [-0.1850, -4.3281, 2.4750], [3.6283, 0.1464, -4.4983], [0.5694, 2.9404, 2.9895], [5.6258, -0.6539, -5.5413], [6.3441, -2.4367, 0.8415], [3.8344, -7.6491, -3.2141], [0.8228, -6.3202, 4.5154], [-2.4199, -5.9276, -0.4188], [4.3961, 1.3933, 1.4126], [2.3122, 1.2421, 3.7700], [4.6485, -1.6614, -1.1841], [5.1365, -10.4381, -0.4841], [-0.5043, 3.3687, 2.3118], [1.9488, -8.8522, -2.4397], [1.9326, 0.9874, 2.8733], [2.4995, -5.3875, -1.5490], [2.3333, -8.8619, -1.4135], [2.7228, -1.2960, 3.0959], [6.0493, -0.4838, 1.6986], [5.8191, -1.1547, 0.8830]],
  "forces_ev_per_a": [[-0.068, -0.028, 0.101], [0.119, 0.060, -0.003], [-0.010, -0.010, -0.035], [-0.731, 0.227, -0.664], [-0.082, -0.044, -0.071], [-0.033, 0.048, 0.012], [0.044, -0.017, 0.030], [-0.142, -0.178, -0.082], [0.085, 0.030, 0.047], [-0.059, -0.068, 0.021], [0.014, -0.041, -0.018], [0.185, -0.064, 0.136], [0.015, -0.027, 0.144], [-0.102, 0.057, -0.062], [0.561, 0.956, 0.859], [-0.043, -0.034, 0.011], [0.139, 0.036, -0.009], [-0.063, -0.989, 0.165], [-0.017, -0.033, 0.093], [0.035, 0.070, -0.042], [-0.017, 0.020, -0.003], [0.042, -0.037, 0.052], [0.008, 0.020, -0.035], [0.022, 0.045, 0.059], [0.027, 0.022, -0.075], [-0.027, -0.084, 0.073], [-0.125, -0.016, -0.165], [0.085, 0.264, -0.289], [-0.070, 0.117, 0.102], [-0.044, -0.287, 0.079], [-0.028, -0.009, 0.074], [-0.014, 0.003, 0.012], [0.157, 0.246, 0.015], [-0.094, -0.103, -0.025], [0.198, -0.252, -0.352], [0.055, -0.018, 0.018], [0.000, -0.049, -0.016], [-0.734, -0.863, -0.139], [-0.029, -0.037, -0.046], [-0.021, 0.023, 0.010], [0.022, -0.030, -0.014], [0.006, 0.022, -0.018], [-0.123, -0.075, -0.072], [-0.056, -0.062, -0.115], [0.495, 1.019, 0.052], [0.091, 0.262, -0.046], [-0.051, -0.023, 0.039], [-0.022, -0.005, -0.002], [0.194, 0.230, 0.007], [0.040, 0.038, -0.046], [0.064, 0.014, -0.090], [-0.117, -0.021, -0.204], [-0.003, -0.030, -0.053], [-0.033, 0.032, -0.043], [0.043, -0.114, -0.031], [0.053, -0.021, -0.009], [-0.120, 0.089, 0.125], [-0.109, 0.242, -0.287], [-0.268, 0.403, -0.160], [-0.007, -0.051, 0.164], [-0.001, 0.004, -0.005], [-0.065, 0.132, 0.250], [0.078, 0.058, 0.067], [-0.083, 0.271, 0.118], [0.020, 0.141, 0.044], [0.028, -0.017, 0.004], [0.112, -0.053, 0.001], [-0.005, -0.024, 0.061], [-1.680, -1.319, 1.246], [0.561, 0.999, -0.183], [-0.027, -0.015, -0.040], [0.282, -0.100, -0.028], [0.080, -0.060, -0.317], [0.770, -1.509, -0.198], [-0.011, -0.064, 0.009], [-0.139, 0.268, -0.011], [-0.019, 0.007, -0.006], [-0.074, 0.097, -0.261], [-0.303, 0.184, -0.166], [-0.107, -0.174, -0.110], [0.844, 0.049, -0.139], [-0.422, 0.005, -0.090], [0.287, 2.382, -2.266], [0.709, 0.070, 0.764], [0.013, -0.061, 0.031], [-0.009, 0.010, 0.012], [0.116, -0.011, 0.016], [-0.015, -0.027, 0.091], [0.020, 0.003, 0.056], [0.000, 0.225, 0.311], [0.120, 0.147, -0.124], [-0.792, -0.842, -0.221], [-0.173, -1.046, 1.215], [0.218, -0.268, 0.137], [-0.118, -0.123, -0.153], [0.020, -0.040, 0.057], [0.050, -0.052, 0.059], [0.056, -0.126, -0.070], [-0.138, -0.096, -0.124], [-0.064, 0.028, -0.006], [0.312, -0.199, 0.114], [0.059, 0.050, 0.064], [0.046, -0.005, 0.058], [0.032, -0.008, -0.009], [-0.049, 0.031, 0.109], [0.008, 0.016, 0.002], [-0.130, -0.059, 0.118], [-0.027, -0.071, 0.036], [0.173, 0.020, 0.108], [0.019, -0.012, 0.030], [-0.106, -0.029, -0.136], [0.015, -0.019, -0.001], [-0.030, 0.034, 0.055], [0.028, 0.045, 0.095], [0.111, 0.074, -0.047], [0.154, 0.166, 0.154], [-0.011, 0.019, 0.001], [-0.080, 0.020, 0.042]],
  "fmax_ev_per_a": 3.30,
  "orbital_gap_ev": 5.4,
  "e_above_lowest_kcal_mol": 62.0,
  "energy_ha": -6080.24860,
  "multiplicity": 1
}